(1)
{"formula": "C7H13N3", "method": "ωB97M-V/def2-TZVPD", "symbols": ["C", "C", "C", "C", "C", "C", "C", "H", "H", "H", "H", "H", "H", "H", "H", "H", "H", "H", "H", "H", "N", "N", "N"], "xyz": [[-0.7795, -0.4347, 1.8151], [0.3613, 0.3442, 1.1139], [1.4564, -0.5582, 0.4810], [1.1025, -1.1047, -0.8722], [0.7466, 0.0268, -1.8053], [-0.3874, 0.9039, -1.3005], [-0.0692, 1.4435, 0.1292], [-1.4342, 0.3206, 2.2796], [-0.4026, -1.1054, 2.5997], [0.8171, 0.9021, 1.9535], [2.4035, -0.0064, 0.4549], [1.6928, -1.4339, 1.1247], [0.2591, -1.8071, -0.7570], [1.9476, -1.7059, -1.2639], [1.5978, 0.7171, -1.9181], [0.5759, -0.3840, -2.8189], [-0.4526, 1.7411, -2.0360], [-1.3606, 0.3482, -1.2339], [0.7293, 2.1937, 0.0345], [-0.9424, 2.0150, 0.4894], [-3.6381, -0.3904, 0.1142], [-2.6449, -0.7683, 0.5054], [-1.5782, -1.2572, 0.9108]], "atomic_forces_ev_per_a": [[-0.07, 1.02, -0.24], [0.58, -0.03, 0.62], [0.26, -0.51, 1.36], [0.06, -0.53, -0.27], [0.26, -0.07, -0.88], [-0.57, 0.08, 0.23], [-0.52, 0.05, -0.94], [0.15, -0.22, 0.13], [0.07, 0.25, -0.32], [0.04, -0.35, -0.16], [-0.16, 0.17, -0.24], [-0.33, 0.56, 0.06], [0.19, 0.30, -0.18], [-0.34, 0.36, 0.11], [0.14, -0.32, 0.06], [-0.26, 0.34, 0.37], [-0.46, -0.45, 0.72], [0.83, 0.53, -0.49], [0.04, -0.30, 0.12], [0.22, -0.30, 0.09], [0.98, -0.44, 0.24], [0.15, 0.14, 0.47], [-1.26, -0.27, -0.86]], "mulliken_charge": [-0.9527, 0.6001, -1.0513, -0.5531, -0.7187, -0.3798, -0.9997, 0.5162, 0.3918, 0.2303, 0.3905, 0.3155, 0.3227, 0.3340, 0.3163, 0.3323, 0.3162, 0.1274, 0.3868, 0.3188, -0.5732, 0.6688, -0.3391], "gap_ev": 10.32, "homo_energy_ev": -9.345, "charge": 0, "total_energy_ha": -438.7306}



(2)
{"formula": "C7H13N3O", "method": "ωB97M-V/def2-TZVPD", "symbols": ["C", "C", "C", "N", "C", "N", "H", "H", "H", "H", "H", "H", "C", "C", "C", "N", "O", "H", "H", "H", "H", "H", "H", "H"], "xyz": [[-3.3655, -0.1166, 0.9356], [-2.4052, -0.9907, 0.2555], [-2.8307, -2.0877, -0.6022], [-1.5366, -2.7720, -0.8735], [-0.5840, -2.0628, -0.2314], [-1.0512, -1.0378, 0.4533], [-3.3152, -0.1725, 2.0857], [-4.3088, -0.5043, 0.6957], [-3.4152, 1.0109, 0.6659], [-3.7272, -2.2438, -1.0194], [-1.6215, -3.7118, -1.2238], [0.3555, -2.5316, -0.0404], [3.2056, 0.0676, -0.0793], [2.4612, 1.1302, 0.6581], [2.2261, 2.2469, -0.4809], [0.9278, 2.6969, -0.6226], [2.9821, 2.7285, -1.1926], [4.0605, -0.1534, 0.5073], [3.6863, 0.5536, -0.9719], [2.6597, -0.8508, -0.4621], [1.3940, 0.9390, 1.0595], [3.1186, 1.3991, 1.6262], [0.8367, 3.5695, -1.2064], [0.2471, 2.8935, 0.0637]], "atomic_forces_ev_per_a": [[0.23, 2.53, 1.90], [-0.27, -3.12, -2.38], [7.38, 2.56, 3.37], [-4.42, 1.76, 0.15], [-0.86, -0.77, 0.97], [-0.10, 0.03, -0.30], [0.28, 0.07, -1.70], [-1.61, -0.38, -0.30], [0.56, -1.85, 0.27], [-2.87, -1.08, -1.57], [0.99, 0.05, -0.10], [0.74, 0.24, -0.29], [0.38, -1.00, -1.93], [-1.50, 1.77, 1.08], [-4.44, -0.91, 5.46], [-1.44, 2.03, -1.49], [5.57, 1.41, -3.79], [0.68, -1.16, 0.52], [-0.55, -0.55, 0.58], [0.52, 1.14, 0.79], [1.82, -0.35, -0.68], [-1.57, 0.28, -2.46], [0.88, -1.61, 0.27], [-0.40, -1.09, 1.63]], "mulliken_charge": [-0.9369, 0.5623, -0.6268, -0.0992, -0.3120, -0.4453, 0.2264, 0.3133, 0.2224, 0.4686, 0.2425, 0.3856, -0.9857, -0.0965, 0.3551, -0.4494, -0.5158, 0.3365, 0.2889, 0.1812, 0.1637, 0.2413, 0.2516, 0.2280], "gap_ev": 9.47, "homo_energy_ev": -8.612, "charge": 0, "total_energy_ha": -513.9680, "smiles": "Cc1c[nH]cn1.CCC(N)=O"}



The records above give, respectively, maximum force values of 1.5, 8.5 eV Å⁻¹.